Entry 1:
Below is a cluster of 5 separate species, C14H40O20P4S in total, with properties calculated with ωB97M-V/def2-TZVPD.

Output
2S+1: 1
Net charge: 0
Total energy in Ha: -3826.1653
LUMO level in eV: 0.4
Orbital gap in eV: 10.661
Structure (SMILES): COP(=O)(OC)OC.COP(=O)(OC)OC.COP(=O)(OC)OC.COP(=O)(OC)OC.O=S1(=O)OCCO1
HOMO level in eV: -10.31

Cartesian coordinates (Å):
O  6.167387  0.941108  -4.548994
H  -1.112298  2.350233  -0.508540
H  -1.162173  -4.312455  -0.813180
O  -0.125633  -2.117475  -1.022656
C  -5.705679  2.130819  5.535436
P  -5.155816  0.350821  3.701898
H  -0.238608  0.882556  -0.141647
H  1.905105  -4.269101  0.171950
H  0.989046  3.529393  3.628866
H  3.223584  -3.605137  1.077080
O  -5.748297  1.737130  4.167504
H  -2.015308  -4.948646  0.661386
H  2.106134  2.203741  3.623372
H  1.916422  1.292378  -3.353668
H  -0.428114  -5.479948  0.337762
H  -4.635701  -2.053835  6.141359
C  6.115215  2.319567  -4.889160
O  5.530914  0.929422  -2.065984
O  -3.570065  0.558505  3.801706
H  -4.762265  1.846058  6.004189
C  -1.076579  -4.606039  0.226729
O  2.173789  0.781686  0.776806
O  0.670339  2.187810  2.075549
H  -3.859218  -1.839198  4.548992
H  -4.410365  0.378194  -2.671213
O  -3.049536  1.247106  -3.988752
C  -3.829027  0.129960  -3.550451
H  4.216649  -2.800038  -3.783158
H  -3.637977  2.229700  2.396086
O  2.866942  3.234681  1.196497
H  -5.448000  -2.612832  4.665201
C  1.063992  2.460674  3.431629
H  -3.000869  -1.920208  -3.856924
P  5.231727  0.405893  -3.398699
C  3.192844  0.366261  -0.113201
O  -0.374684  -1.046886  1.267204
C  2.913935  1.664420  -3.599245
H  -1.429899  -0.806315  3.083341
C  -3.022746  1.676300  3.107731
H  -6.517189  1.638301  6.072165
C  4.577798  -2.088169  -3.045051
H  -2.148662  1.347610  2.544952
C  -0.193019  1.799812  -0.722398
H  -2.704695  2.424065  3.837684
H  -5.848379  3.202824  5.641426
O  1.593187  -2.361476  0.903207
H  3.727156  1.217578  -0.530862
O  -1.506681  -0.462956  -3.662959
O  3.721955  0.518123  -3.867587
C  -0.451964  -1.072784  2.683485
H  2.811978  2.408995  -4.383065
H  3.223446  2.110516  -2.649433
O  -0.714897  1.753339  -4.323140
H  -4.465736  -0.150210  -4.389343
O  5.484015  -1.143987  -3.576278
O  -0.542711  -3.573223  1.069096
H  7.064323  2.800305  -4.655663
C  -2.801646  -0.998457  -3.315638
H  3.757880  -1.596577  -2.517812
H  5.320213  2.872647  -4.384490
C  2.462334  -3.343647  0.344719
H  5.944685  2.443333  -5.959392
H  2.918748  -2.967068  -0.567541
O  -5.455623  -0.574856  4.942004
H  3.939248  -0.295007  0.327540
O  -5.627787  -0.153923  2.423719
P  1.772815  2.305377  0.940525
H  2.777905  -0.216158  -0.942369
C  -4.804698  -1.843878  5.090065
P  0.085679  -2.267188  0.407198
H  -0.189457  -2.074882  3.025451
S  -1.686071  0.781141  -4.653709
H  0.242901  -0.394827  3.180546
H  -2.613311  -1.251203  -2.272455
O  -1.890963  0.325755  -5.965123
H  -0.108913  1.680679  -1.798038
H  0.384175  1.864162  4.033334
O  0.934088  2.613110  -0.350710
H  5.042724  -2.693465  -2.256874

Forces on the atoms, in the same order (eV/Å):
-0.2009 -0.1139 -0.2702
0.0999 0.1441 -0.0215
-0.0649 0.1598 0.0116
-0.2706 0.0202 -0.5432
-0.1148 -0.2452 0.6941
0.2232 -0.1320 0.3400
0.2409 -0.2334 -0.3363
0.0711 0.0484 -0.3286
-0.3074 -0.0447 0.0588
0.0634 0.3494 0.0482
-0.3310 0.1705 -0.3466
-0.2413 0.4314 -0.2224
-0.0730 -0.3019 -0.0837
-0.0208 -0.0791 -0.4303
0.2049 0.1650 -0.3173
-0.0435 0.2246 0.0756
0.0953 0.8071 -0.2910
-0.3047 0.3438 0.0170
-0.5220 0.0404 -0.1650
0.0336 0.0374 -0.0760
0.0770 -0.9439 0.7895
-0.0718 -0.5373 0.6768
0.1100 0.1361 0.1353
0.0786 -0.0829 0.1236
0.1016 0.2769 0.0285
-0.3368 0.6366 0.1522
0.3652 -0.7137 -1.0236
-0.0507 0.3994 -0.3641
-0.6478 -0.5966 0.1086
-0.0303 0.1247 -0.0316
0.0103 -0.0319 0.0198
0.0798 0.0755 -0.2083
-0.0580 0.1629 -0.2843
0.3555 -0.6935 0.3226
0.5896 0.0449 -1.0098
-0.8301 0.5722 0.0021
-0.9612 -0.1819 1.7232
-0.2814 -0.1342 -0.6066
1.1409 0.7671 -0.1800
0.0610 -0.0412 -0.0059
-0.2742 -0.4813 1.3485
0.0280 -0.0848 0.1187
-0.2614 0.4959 0.0592
0.0762 -0.1439 0.0955
0.0733 0.0542 -0.4516
0.2921 0.1677 -0.0344
0.0634 -0.0254 0.0565
0.0147 0.3238 -0.9139
0.1191 0.4464 -0.6568
0.4250 -0.6450 1.1464
0.4865 -0.2532 -0.3381
0.3207 0.3141 -0.2991
0.3585 0.1700 -0.3072
-0.3069 0.0166 0.2162
0.1689 -0.0724 -0.5220
-0.3564 0.2390 -0.4698
0.0072 -0.1404 0.1642
0.9092 -0.1982 1.0725
-0.2571 -0.0069 -0.4370
0.0401 -0.1811 0.2020
-0.2903 -0.4689 0.2318
-0.0037 -0.3387 -0.0043
-0.0355 -0.0828 -0.0662
0.2167 -0.0113 0.5555
-0.1982 0.2139 0.6262
-0.0861 0.2584 -0.4118
0.0972 -0.3975 -0.2781
-0.3851 0.2221 0.0557
-0.1031 -0.1553 -0.5643
1.0418 -0.0901 0.8435
-0.1739 0.0232 0.1837
-0.1177 -0.3686 2.2726
0.3021 0.1637 -0.6646
-0.5840 -0.0426 0.0850
-0.2189 -0.2555 -1.2253
-0.1326 -0.4536 0.0284
0.0896 0.1890 0.3054
-0.0373 0.3694 0.0279
0.4535 0.1989 -0.2321

Entry 2:
Below is a cluster of 8 separate species, C14H40O8 in total, with properties calculated with ωB97M-V/def2-TZVPD.

Output
2S+1: 1
Net charge: 0
Total energy in Ha: -1159.1035
LUMO level in eV: 0.2
Orbital gap in eV: 9.642
Structure (SMILES): C1CCOC1.C1CCOC1.CO.CO.CO.CO.CO.CO
HOMO level in eV: -9.47

Cartesian coordinates (Å):
H  2.306191  -15.149917  3.751002
H  4.207512  -15.122626  11.115341
H  12.490908  -14.409308  1.224360
C  14.999570  -13.599609  -0.631324
H  2.805591  -17.581396  11.069044
H  8.207846  -16.440070  5.756040
H  -0.982815  -16.705166  5.094010
C  13.337321  -15.927992  9.916355
H  8.507617  -21.413454  16.173813
H  13.383564  -12.132831  1.332113
H  6.250194  -15.494109  0.655771
H  12.017691  -21.691673  6.043153
H  9.614694  -15.545892  6.448099
C  -0.471202  -16.204910  4.271769
C  14.090989  -12.959147  1.401836
H  6.959027  -13.816337  0.548882
H  8.757268  -19.758080  15.793048
C  1.739543  -16.930831  4.801190
C  8.225298  -20.646458  15.452629
O  0.402433  -15.094332  4.605464
O  8.842632  -20.944310  14.233098
H  13.787318  -15.406244  -0.818760
H  0.072250  -18.287115  4.024902
H  15.842256  -14.254800  -0.410592
H  2.695452  -17.373063  4.520532
H  6.029570  -13.750697  -1.450078
C  13.708266  -14.380759  -0.457893
C  11.726674  -21.871416  5.008206
O  2.841381  -16.688598  11.420071
H  4.834352  -16.804077  10.913385
C  6.760132  -14.757039  0.035447
H  12.680776  -15.122375  9.587685
H  12.896032  -13.805088  -0.901726
H  7.700275  -15.192135  -0.303556
H  13.013246  -16.409145  11.716112
H  0.744798  -17.284987  2.834911
H  9.755352  -17.037603  8.117753
O  10.604660  -21.171931  4.589378
H  8.940196  -20.134985  13.726075
O  9.117339  -17.286540  7.445019
H  4.458643  -16.252286  12.495379
H  -1.105332  -16.090714  3.392605
O  15.020802  -12.619062  0.382397
H  1.663133  -17.177943  5.860058
C  13.555189  -14.318317  1.007309
H  7.169874  -20.399583  15.567618
C  8.735959  -16.153126  6.665359
H  14.275915  -15.492977  10.259728
H  13.532117  -16.426034  8.966561
H  11.459580  -22.924685  4.922239
H  8.091133  -15.479801  7.230085
O  5.866972  -14.609639  -1.053359
C  0.506852  -17.295508  3.898576
H  14.592394  -12.961591  2.369666
C  1.778304  -15.418912  4.665918
H  2.337622  -14.995436  5.500149
H  15.121311  -13.195423  -1.636274
H  12.572723  -21.600395  4.376677
C  4.145640  -16.156267  11.455715
O  12.625517  -16.691568  10.884547
H  10.612910  -20.453036  5.225543
H  14.049256  -15.122442  1.552628

Forces on the atoms, in the same order (eV/Å):
-0.1450 0.2801 -0.2475
-0.2549 -0.1474 -0.0680
-0.0395 -0.0149 0.4559
0.5608 -0.8233 -0.0529
0.3269 0.1563 -0.0337
0.2779 -0.3131 0.1473
-0.5500 1.2611 0.5445
-0.6901 0.8189 -0.8668
-0.2874 -0.2289 -0.1762
-0.5873 -0.2842 0.6014
0.3597 0.2285 0.4988
-0.1537 0.1130 0.1486
0.0945 -0.0697 -0.5116
2.0584 -1.2878 -0.3447
0.2062 0.4859 -0.4465
-0.1322 -0.0851 0.2099
-0.1950 0.3008 0.6489
0.3640 -0.5556 -0.6121
1.5264 1.0953 1.4656
-1.6970 1.2217 0.2111
-0.6564 -0.6731 -1.0060
-0.2400 0.1928 -0.2991
0.1447 -0.0780 0.4817
0.2391 -0.3400 -0.3868
-0.0928 -0.1741 -0.4275
-0.0687 -0.0415 -0.1923
0.7252 0.3755 -0.8119
0.8024 -1.3078 -0.2662
-1.0187 0.3587 -0.3553
0.1385 0.2971 -0.3903
-0.2969 -0.6669 -0.2529
0.0597 0.4877 0.1818
-0.1123 -0.3424 -0.3684
0.2065 0.0289 0.0531
-0.2801 -0.2817 0.2502
0.4677 0.3837 -0.0174
-0.0516 0.2206 -0.0533
-0.6539 1.2088 0.6726
-0.0709 -0.0423 -0.0257
-0.4158 -0.2747 -0.5193
0.3453 0.5669 0.1429
-0.2523 1.0229 0.4088
0.5128 0.5839 -0.4717
-0.7043 -0.1954 -0.0042
-1.4953 -0.3092 1.6991
-0.3153 -0.4509 -0.9094
0.4647 0.5109 0.8243
-0.0301 -0.1664 0.2327
0.0935 -0.8440 0.3750
0.5574 -0.1815 -0.0818
-0.3450 -0.0927 0.1262
-0.0684 0.5355 -0.3148
1.2233 -0.6865 0.2079
-0.0532 0.0725 0.0474
-0.2003 -1.6691 -0.3790
-0.6140 0.4784 0.1783
0.0446 0.3931 0.1840
0.2752 -0.3573 -0.0529
0.4674 -1.2351 0.7006
0.8341 -0.0091 -0.1930
-0.8446 0.5420 -0.4089
0.2363 0.0083 -0.1505

Relative energy (zero: lowest compared OMol25 entry of this formula, charge and spin)
In order: 35.00; 210.22
Unit: kJ/mol